ORCA calculation (the ωB97M-V functional and the def2-TZVPD basis) on a cluster of 10 separate species, C40H80O30 in total in a non-equilibrium geometry.

The gap between HOMO and LUMO comes out at 10.7 eV. The SMILES is CCOC(=O)OC.CCOC(=O)OC.CCOC(=O)OC.CCOC(=O)OC.CCOC(=O)OC.CCOC(=O)OC.CCOC(=O)OC.CCOC(=O)OC.CCOC(=O)OC.CCOC(=O)OC. The calculation puts the HOMO energy at -10.488 eV. The max |F| comes out at 5.487 eV/A. The value obtained for the energy above the lowest of the compared OMol25 structures with the same formula, charge and spin is 713.84 kJ/mol.

Geometry (Å):
1 C 1.967 -9.388 -1.801
2 C 2.675 -9.053 -0.451
3 O 1.895 -8.105 0.199
4 C 1.826 -8.051 1.537
5 O 1.880 -9.019 2.320
6 O 1.579 -6.785 1.856
7 C 1.715 -6.237 3.169
8 H 1.168 -8.708 -2.096
9 H 1.479 -10.347 -1.627
10 H 2.691 -9.529 -2.604
11 H 3.681 -8.640 -0.534
12 H 2.707 -10.005 0.078
13 H 1.405 -6.887 3.988
14 H 1.249 -5.276 3.385
15 H 2.792 -6.238 3.335
16 C 0.486 2.174 13.158
17 C 0.381 1.372 11.842
18 O -0.438 1.975 10.913
19 C -0.334 1.839 9.612
20 O 0.535 1.200 9.076
21 O -1.402 2.490 9.020
22 C -1.456 2.437 7.645
23 H -0.439 1.994 13.706
24 H 0.712 3.211 12.911
25 H 1.259 1.775 13.816
26 H -0.048 0.391 12.043
27 H 1.414 1.301 11.501
28 H -0.557 2.860 7.196
29 H -2.281 3.028 7.247
30 H -1.527 1.414 7.275
31 C -7.647 -12.334 -8.149
32 C -8.916 -11.504 -7.996
33 O -8.681 -10.201 -7.884
34 C -9.177 -9.553 -6.765
35 O -10.147 -9.906 -6.031
36 O -8.509 -8.365 -6.743
37 C -9.058 -7.385 -5.806
38 H -7.020 -11.971 -7.334
39 H -7.116 -11.963 -9.025
40 H -7.778 -13.413 -8.059
41 H -9.528 -11.954 -7.215
42 H -9.598 -11.679 -8.828
43 H -9.494 -6.532 -6.328
44 H -8.264 -7.057 -5.136
45 H -9.830 -7.699 -5.104
46 C 3.571 6.220 -6.927
47 C 3.867 6.903 -5.579
48 O 4.220 8.286 -5.793
49 C 3.267 9.245 -5.763
50 O 2.069 9.027 -5.613
51 O 3.813 10.416 -6.100
52 C 2.919 11.462 -6.352
53 H 2.748 6.536 -7.569
54 H 3.246 5.234 -6.597
55 H 4.562 6.142 -7.372
56 H 4.694 6.452 -5.031
57 H 3.005 6.818 -4.917
58 H 2.587 11.834 -5.383
59 H 2.059 11.218 -6.976
60 H 3.586 12.146 -6.877
61 C -4.808 -3.399 5.916
62 C -5.678 -2.792 4.809
63 O -6.352 -1.686 5.305
64 C -6.420 -0.588 4.532
65 O -6.060 -0.466 3.334
66 O -7.027 0.431 5.268
67 C -7.261 1.699 4.600
68 H -4.064 -2.613 6.041
69 H -4.333 -4.316 5.567
70 H -5.279 -3.426 6.899
71 H -6.435 -3.527 4.534
72 H -5.058 -2.654 3.923
73 H -7.927 2.298 5.221
74 H -7.934 1.492 3.768
75 H -6.375 2.326 4.492
76 C -1.757 -1.765 -1.790
77 C -0.344 -1.996 -2.224
78 O 0.514 -0.862 -2.181
79 C 1.103 -0.481 -1.032
80 O 1.122 -1.180 0.016
81 O 1.812 0.730 -1.228
82 C 2.224 1.498 -0.096
83 H -2.342 -1.156 -2.479
84 H -1.837 -1.342 -0.788
85 H -2.486 -2.576 -1.795
86 H -0.299 -2.476 -3.201
87 H 0.159 -2.767 -1.641
88 H 1.681 1.340 0.836
89 H 2.275 2.531 -0.441
90 H 3.182 1.105 0.244
91 C -3.800 5.882 0.605
92 C -2.840 6.826 1.411
93 O -3.720 7.348 2.394
94 C -3.188 8.030 3.449
95 O -1.992 8.335 3.577
96 O -4.201 8.381 4.249
97 C -4.067 9.167 5.431
98 H -4.150 6.346 -0.317
99 H -4.643 5.384 1.085
100 H -3.275 5.080 0.087
101 H -2.333 7.636 0.888
102 H -2.122 6.208 1.949
103 H -4.987 9.538 5.883
104 H -3.440 10.013 5.151
105 H -3.470 8.642 6.176
106 C 11.505 -8.837 1.651
107 C 10.830 -7.808 2.618
108 O 10.556 -6.676 1.830
109 C 10.323 -5.500 2.402
110 O 10.268 -5.264 3.604
111 O 10.116 -4.653 1.360
112 C 9.755 -3.310 1.586
113 H 10.720 -9.210 0.994
114 H 11.728 -9.693 2.288
115 H 12.394 -8.526 1.103
116 H 11.536 -7.647 3.432
117 H 9.851 -8.239 2.829
118 H 10.417 -2.871 2.332
119 H 8.703 -3.169 1.833
120 H 9.954 -2.908 0.592
121 C 4.842 11.128 1.064
122 C 5.724 11.125 2.301
123 O 5.243 10.271 3.326
124 C 5.302 8.962 3.246
125 O 5.903 8.351 2.387
126 O 4.682 8.473 4.277
127 C 4.773 7.135 4.620
128 H 3.834 11.427 1.349
129 H 4.790 10.157 0.573
130 H 5.265 11.860 0.376
131 H 5.895 12.101 2.754
132 H 6.697 10.849 1.895
133 H 3.887 6.509 4.515
134 H 4.862 7.117 5.707
135 H 5.621 6.632 4.155
136 C -0.608 -1.073 -9.829
137 C -1.259 -0.861 -8.453
138 O -2.577 -1.483 -8.528
139 C -3.695 -1.002 -9.167
140 O -3.778 0.183 -9.546
141 O -4.592 -1.977 -9.164
142 C -5.949 -1.694 -9.676
143 H -0.868 -0.249 -10.493
144 H -0.833 -2.085 -10.164
145 H 0.476 -1.027 -9.719
146 H -1.294 0.171 -8.105
147 H -0.728 -1.519 -7.766
148 H -6.323 -2.688 -9.920
149 H -5.728 -1.063 -10.537
150 H -6.444 -1.233 -8.822

Forces on the atoms, in the same order (eV/Å):
0.4 -0.5 0.7
-0.2 -1.3 -1.3
-0.8 1.3 1.1
-0.3 -2.3 2.1
0.3 2.6 -2.0
-0.8 0.9 -0.4
1.4 -1.6 1.3
0.4 0.4 0.1
-0.1 -0.1 -0.3
-0.1 0.1 0.0
0.0 -0.1 -0.3
0.2 0.3 0.5
-0.6 -0.5 -0.4
0.0 0.0 -1.2
0.1 0.8 0.1
-0.8 -0.7 -0.6
2.0 -0.8 1.4
-2.1 2.2 -0.1
-0.1 -0.5 -0.6
-0.5 0.5 -0.5
1.1 -0.5 2.4
0.6 -0.2 -2.1
-0.1 0.8 0.1
-0.3 0.0 0.3
0.2 -0.1 -0.4
0.4 -0.2 0.0
-0.2 -0.4 -0.6
0.2 0.0 0.0
-0.2 -0.1 0.6
-0.1 -0.1 0.1
0.4 1.7 0.5
-2.0 -5.1 -0.9
0.2 3.9 2.6
-2.5 -0.1 0.4
4.2 1.1 -2.8
-1.7 -0.6 1.3
0.2 0.4 0.6
0.3 -0.4 0.3
0.0 -0.7 -0.3
-0.1 0.2 -0.4
0.2 0.5 0.7
0.2 0.1 -0.6
0.4 -0.2 -0.4
0.3 0.1 -0.5
0.0 -0.9 -0.6
0.8 -0.9 1.6
-1.5 0.7 -0.4
0.1 1.0 0.5
-1.5 -1.7 -0.9
1.8 0.6 0.1
0.5 -2.0 0.3
0.1 1.0 0.1
0.4 0.8 0.2
0.3 -0.5 -0.3
-0.4 -0.1 -0.8
0.2 0.0 -0.5
-0.1 0.4 0.0
-0.2 0.4 -0.2
0.2 -0.4 0.1
-0.5 0.5 0.2
0.3 1.7 -0.4
0.2 -3.0 -0.1
-0.3 2.6 -0.2
-0.1 1.8 -2.6
-1.0 -0.6 4.0
1.1 -1.2 -0.6
-1.1 -0.5 0.5
0.7 -0.3 0.2
-0.2 0.0 0.3
-0.4 -0.6 -0.3
-0.2 0.0 -0.2
-0.2 0.7 0.1
0.2 -0.4 0.7
0.9 0.2 -0.7
0.1 -0.6 -0.7
-1.4 0.9 0.2
0.6 -2.2 0.6
0.4 1.9 0.0
1.1 -1.4 2.6
-0.2 2.9 -3.3
-2.4 -2.3 -0.2
0.8 -1.0 0.6
0.6 0.9 -0.1
0.2 0.2 0.0
0.9 -1.0 0.2
0.1 0.9 -0.5
-0.3 0.0 0.6
-1.0 0.2 -0.5
0.0 -0.2 0.3
0.5 0.4 -0.5
1.2 0.3 -1.9
-1.1 -1.9 0.4
-0.2 1.4 2.1
2.0 1.0 -0.4
-2.8 -0.9 -0.1
-1.2 -0.8 -0.4
2.3 0.6 -0.2
-0.6 0.7 0.3
0.3 0.6 0.6
0.7 -0.3 0.6
-0.2 -0.3 -0.3
0.4 0.1 -0.2
-0.3 -0.6 -0.7
-0.1 0.3 0.2
-0.2 -0.3 0.1
-1.2 -0.2 1.0
0.9 -1.6 -1.6
0.3 1.0 -0.3
-0.6 0.6 0.9
0.2 -0.1 -2.2
0.1 -1.4 0.9
0.5 0.3 -0.3
0.3 0.2 -0.5
0.4 -0.1 0.0
-0.2 0.3 0.2
-0.7 0.5 0.3
0.3 0.0 1.0
-0.2 0.2 0.0
0.1 -0.2 0.2
-0.1 0.6 0.3
-0.5 0.5 0.6
0.8 -0.4 -1.4
-0.5 1.2 0.7
1.7 -0.3 -1.9
-0.4 -0.1 0.3
-1.4 0.6 0.8
0.5 -1.7 1.2
-0.1 0.1 -0.2
0.2 0.0 0.2
-0.2 0.0 -0.1
-0.6 -0.1 0.1
0.3 -0.6 0.7
-0.4 0.5 -1.0
0.6 0.1 0.1
0.0 0.2 0.0
0.5 0.8 0.8
-0.5 -0.9 -1.4
-1.3 -0.4 0.0
2.0 3.0 0.7
-0.4 -3.2 0.4
0.1 0.0 -0.1
2.2 0.0 0.5
-0.3 -0.5 -0.3
-0.3 0.3 -0.3
0.1 0.0 0.1
-0.1 -0.1 -0.1
-0.3 0.3 0.4
-0.2 0.4 -0.1
-1.0 0.1 0.0
-0.5 0.2 -0.6

ORCA calculation (the ωB97M-V functional and the def2-TZVPD basis) on a cluster of 12 separate species, C40H84Cl6O24P2S8 in total in a non-equilibrium geometry.

The gap between HOMO and LUMO comes out at 10.2 eV. The SMILES is COP(=O)(OC)OC.COP(=O)(OC)OC.O=S1(=O)CCCC1.O=S1(=O)CCCC1.O=S1(=O)CCCC1.O=S1(=O)CCCC1.O=S1(=O)CCCC1.O=S1(=O)CCCC1.O=S1(=O)CCCC1.O=S1(=O)CCCC1.ClC(Cl)Cl.ClC(Cl)Cl. The calculation puts the HOMO energy at -9.973 eV. The max |F| comes out at 3.366 eV/A.

Geometry (Å):
1 C 3.432 -1.775 -4.378
2 C 1.990 -1.615 -4.949
3 C 1.459 -0.219 -4.606
4 S 2.518 0.403 -3.309
5 O 1.650 0.988 -2.268
6 O 3.538 1.288 -3.871
7 C 3.331 -1.249 -2.990
8 H 4.202 -1.166 -4.907
9 H 3.558 -2.821 -4.526
10 H 1.342 -2.345 -4.433
11 H 2.133 -1.699 -6.032
12 H 0.444 -0.358 -4.136
13 H 1.323 0.572 -5.379
14 H 2.532 -1.670 -2.332
15 H 4.213 -1.053 -2.351
16 C 0.595 4.626 0.013
17 C -0.442 5.677 -0.500
18 C 0.201 6.313 -1.760
19 S 0.952 4.927 -2.648
20 O 2.349 5.169 -3.030
21 O 0.064 4.461 -3.729
22 C 0.936 3.739 -1.224
23 H 0.156 4.040 0.819
24 H 1.564 5.087 0.293
25 H -0.518 6.351 0.339
26 H -1.447 5.359 -0.684
27 H 1.005 6.993 -1.518
28 H -0.552 6.827 -2.402
29 H 1.991 3.394 -1.243
30 H 0.317 2.878 -1.430
31 C 3.869 -5.573 -0.865
32 C 2.958 -4.324 -0.971
33 C 3.456 -3.351 0.070
34 S 5.295 -3.491 -0.142
35 O 5.902 -3.683 1.130
36 O 5.715 -2.418 -0.967
37 C 5.335 -5.038 -1.064
38 H 3.646 -6.308 -1.631
39 H 3.745 -6.096 0.131
40 H 1.915 -4.623 -0.925
41 H 3.147 -3.878 -1.965
42 H 3.133 -3.475 1.101
43 H 3.283 -2.264 -0.150
44 H 6.110 -5.559 -0.565
45 H 5.545 -4.830 -2.132
46 C -1.514 1.470 -4.847
47 C -2.641 2.445 -5.159
48 C -2.844 3.267 -3.898
49 S -2.829 2.000 -2.569
50 O -4.099 1.227 -2.604
51 O -2.386 2.576 -1.315
52 C -1.578 0.989 -3.342
53 H -0.551 1.928 -4.947
54 H -1.529 0.614 -5.539
55 H -3.482 1.869 -5.446
56 H -2.389 3.078 -6.017
57 H -3.808 3.763 -3.772
58 H -2.026 3.918 -3.696
59 H -1.781 -0.066 -3.107
60 H -0.651 1.220 -2.825
61 C -2.226 3.342 2.876
62 C -1.090 2.665 3.653
63 C 0.117 3.519 3.757
64 S -0.483 5.160 3.975
65 O 0.321 6.168 3.300
66 O -0.896 5.438 5.353
67 C -2.088 4.933 3.011
68 H -3.177 2.970 3.240
69 H -2.226 2.928 1.887
70 H -0.734 1.808 3.078
71 H -1.371 2.439 4.702
72 H 0.746 3.602 2.858
73 H 0.724 3.359 4.628
74 H -1.927 5.402 2.015
75 H -2.809 5.444 3.686
76 C 6.221 1.880 -1.193
77 C 6.973 1.675 0.133
78 C 6.253 0.637 0.949
79 S 4.503 1.070 0.709
80 O 4.021 1.906 1.751
81 O 3.742 -0.143 0.336
82 C 4.771 2.115 -0.787
83 H 6.375 0.954 -1.723
84 H 6.645 2.643 -1.779
85 H 6.870 2.624 0.710
86 H 8.049 1.473 0.054
87 H 6.484 0.760 1.999
88 H 6.388 -0.387 0.598
89 H 4.597 3.175 -0.620
90 H 4.106 1.747 -1.534
91 C -7.533 0.180 1.340
92 C -6.841 0.491 -0.100
93 C -5.469 -0.115 -0.042
94 S -5.711 -1.659 0.870
95 O -4.701 -1.951 1.851
96 O -5.904 -2.650 -0.190
97 C -7.362 -1.317 1.563
98 H -8.609 0.498 1.349
99 H -6.952 0.646 2.109
100 H -6.749 1.567 -0.108
101 H -7.450 0.115 -0.891
102 H -4.726 0.463 0.485
103 H -4.973 -0.475 -0.952
104 H -7.318 -1.630 2.628
105 H -7.997 -1.984 1.002
106 C -0.587 0.824 0.280
107 C -1.848 -0.021 0.492
108 C -1.821 -1.428 -0.081
109 S -0.091 -1.693 -0.421
110 O 0.087 -1.484 -1.865
111 O 0.396 -2.907 0.168
112 C 0.570 -0.184 0.360
113 H -0.493 1.708 0.931
114 H -0.573 1.272 -0.705
115 H -2.739 0.503 0.134
116 H -1.856 -0.188 1.578
117 H -2.443 -1.488 -0.974
118 H -2.123 -2.161 0.611
119 H 1.449 0.051 -0.186
120 H 0.828 -0.526 1.378
121 C -4.675 -2.273 -3.236
122 O -3.640 -3.045 -2.622
123 P -3.446 -4.570 -3.146
124 O -4.488 -4.979 -4.043
125 O -1.989 -4.503 -3.745
126 C -0.862 -3.991 -2.955
127 O -3.127 -5.372 -1.824
128 C -4.395 -5.687 -0.956
129 H -4.536 -2.470 -4.272
130 H -4.689 -1.221 -2.944
131 H -5.611 -2.677 -2.969
132 H -0.538 -3.070 -3.411
133 H -0.022 -4.743 -2.968
134 H -1.167 -3.873 -1.910
135 H -5.039 -6.480 -1.407
136 H -4.997 -4.801 -0.713
137 H -3.954 -6.097 -0.036
138 C 4.076 -1.881 4.072
139 O 3.699 -0.486 3.777
140 P 2.399 0.159 4.569
141 O 1.100 0.213 3.878
142 O 2.919 1.588 4.937
143 C 4.277 1.913 5.568
144 O 2.303 -0.700 5.930
145 C 0.966 -1.000 6.509
146 H 3.249 -2.497 3.676
147 H 4.320 -2.045 5.106
148 H 4.887 -2.113 3.433
149 H 5.132 1.604 4.975
150 H 4.354 1.440 6.521
151 H 4.247 3.047 5.593
152 H 1.022 -1.984 7.041
153 H 0.260 -1.077 5.705
154 H 0.766 -0.169 7.184
155 C 0.118 -4.980 2.132
156 Cl -1.641 -4.913 2.104
157 Cl 0.849 -6.572 2.417
158 Cl 0.722 -3.904 3.341
159 H 0.495 -4.715 1.161
160 C -5.417 0.841 5.353
161 Cl -4.705 -0.241 4.173
162 Cl -5.948 2.337 4.521
163 Cl -4.198 1.385 6.545
164 H -6.199 0.330 5.896

Forces on the atoms, in the same order (eV/Å):
-0.7 0.9 -0.5
0.9 1.1 -0.6
-1.8 0.0 0.4
-0.1 1.1 0.0
1.4 -0.9 -0.8
-0.6 -0.7 0.3
-1.1 1.5 2.4
-0.6 -0.7 0.0
1.0 -0.9 0.5
0.3 0.1 -0.8
-0.8 -0.5 0.2
1.1 0.3 -0.3
0.6 -0.8 0.3
0.6 -0.4 -0.6
-0.3 -0.2 -0.6
-0.3 -0.7 -1.9
2.0 0.5 0.5
-1.2 0.1 0.0
0.5 -1.5 -1.0
-1.6 0.2 0.7
0.5 0.5 1.2
1.4 0.9 -0.1
0.3 0.0 0.1
-0.9 0.1 0.3
-0.1 0.9 0.0
-0.4 -0.9 -0.3
0.2 0.2 0.1
0.7 -0.5 0.3
-0.7 0.1 0.2
-0.4 0.2 -0.1
0.7 -0.2 0.6
0.5 -0.7 -0.5
0.7 1.6 -0.6
-2.4 -0.8 0.4
0.8 -0.2 1.2
0.9 1.5 -1.2
-1.7 0.7 -0.2
-0.1 -0.1 -0.1
0.2 0.7 -1.0
-0.1 0.3 0.2
-0.3 -0.2 0.2
0.2 -0.6 0.1
0.0 -1.0 0.0
0.7 -0.9 0.2
0.0 -0.1 0.7
0.2 -1.4 0.6
0.8 0.6 0.1
-1.4 -1.2 0.7
-1.3 -0.5 -1.1
1.6 1.2 0.2
-0.3 0.0 -0.1
0.1 0.2 -0.2
0.5 0.5 -0.2
-0.1 0.2 0.3
-1.2 -0.3 0.0
0.1 0.0 0.2
0.1 0.1 -0.3
0.7 0.5 0.1
-0.2 0.3 -0.4
0.2 0.1 -0.1
-0.2 1.2 0.9
0.0 -0.8 0.5
1.0 1.5 -0.4
-2.2 2.1 -0.3
0.1 -0.7 0.3
0.7 -0.8 -0.9
1.1 -1.2 0.1
-0.2 0.2 0.5
0.3 0.6 -1.0
-0.5 -0.5 0.7
-0.1 -0.4 -0.8
-0.1 -0.3 0.3
0.5 -0.5 0.3
-0.4 -0.1 0.9
0.2 -0.5 -0.9
0.2 -1.5 1.5
0.3 1.6 0.5
-0.6 -0.2 -0.1
-0.1 -1.4 -2.2
-0.5 0.7 1.2
1.0 1.6 0.4
0.6 -0.6 0.0
-0.4 -0.4 -0.6
0.3 1.2 -0.7
0.3 -0.4 -0.3
-0.3 -0.1 -0.2
-0.1 -0.3 0.3
0.0 0.0 0.1
-0.2 -0.1 0.5
-0.7 -0.1 -0.5
-0.5 -0.7 -2.0
-0.4 0.7 2.5
0.7 -1.2 0.4
-0.5 -1.1 -1.9
0.2 0.3 0.4
0.0 0.3 0.7
1.0 -0.2 0.9
1.1 -0.2 0.1
0.1 0.8 0.4
-0.1 0.3 -0.6
-0.4 -0.2 -0.6
-0.1 0.5 0.4
-0.5 0.4 0.0
-0.1 0.3 -0.6
-0.4 0.0 -0.2
0.7 -0.7 -1.0
-0.5 0.7 1.5
0.6 1.0 -1.0
-0.2 2.1 -1.8
0.2 -0.4 0.7
0.3 -0.4 0.2
-0.9 -1.1 1.2
-0.1 -0.7 0.2
0.0 -0.2 -0.3
0.2 0.0 0.4
-0.6 0.4 0.0
0.4 -0.4 -0.2
-0.5 -0.9 0.9
0.7 0.3 -0.4
-0.1 0.5 -0.2
0.4 -0.3 0.0
0.1 -0.3 0.8
2.1 2.0 1.5
-1.2 -0.9 -1.0
0.9 -0.2 -0.2
-0.2 -1.4 -0.1
-3.0 -0.7 1.4
1.2 -0.5 -0.3
-0.3 0.7 -1.2
0.7 -0.2 -0.1
-1.2 -0.5 0.4
-0.1 0.2 0.1
-0.9 0.6 -0.2
0.1 0.2 -0.3
0.8 0.8 -0.1
0.5 0.0 -0.4
-0.1 0.3 -0.4
-1.8 0.6 -1.2
-1.1 -0.1 1.7
0.9 -1.2 -0.4
0.5 0.0 -0.2
2.0 0.7 0.8
-1.8 1.4 -1.4
-0.4 -0.2 -0.2
1.5 -0.3 0.1
0.3 -0.1 0.7
-0.1 0.0 0.4
1.1 0.0 -0.5
-0.4 -0.2 -0.5
-0.3 -0.1 0.8
0.1 -1.6 0.3
0.2 1.0 -0.4
-0.4 0.1 -0.3
-0.4 -0.3 0.0
0.3 -0.5 -0.3
0.1 -0.4 -0.1
-0.4 -0.5 0.0
0.3 0.8 0.5
-0.2 0.4 -0.1
1.1 1.0 -0.1
-0.2 -0.1 0.1
-0.5 -0.5 0.2
-0.2 -0.4 0.0
-0.3 0.2 -0.1